(1)
# C6H13O2

A cluster of 2 separate species, C6H13O2 in total in a non-equilibrium geometry (wB97M-V/def2-TZVPD, the OMol25 dataset).

2S+1 = 2
Energy relative to the best compared isomer or geometry (same formula, charge and spin) = 74.28 kcal/mol
Total charge = -2
<S²> = 0.7506
Gap between HOMO and LUMO (alpha / beta) = 2.654 / 7.648 eV

```
21
Properties=species:S:1:pos:R:3:nbo_charge:R:1
C 1.291 1.539 0.334 -0.491
C 0.788 1.707 -1.109 -0.904
C 2.041 0.121 0.412 -0.971
H 1.995 2.319 0.630 0.167
H 0.397 1.452 1.050 0.199
H 0.103 0.966 -1.222 0.194
H 1.583 1.873 -1.685 0.171
H 2.083 -0.319 -0.493 0.184
H 2.971 0.163 0.990 0.161
H -0.050 2.490 -1.053 0.180
H 1.339 -0.654 1.041 0.175
C -1.727 -0.880 -0.382 -0.487
C -0.739 -2.229 -0.002 -0.646
C -2.433 -0.260 0.851 0.740
O -2.211 -0.700 2.013 -0.806
O -3.025 0.824 0.687 -0.807
H -0.888 -0.154 -0.615 0.197
H -2.135 -0.988 -1.274 0.179
H -0.661 -2.695 0.925 0.210
H 0.253 -1.721 -0.344 0.195
H -0.975 -2.854 -0.755 0.162
```

***

(2)
# C6H13O2P

The molecule C6H13O2P in a non-equilibrium geometry (wB97M-V/def2-TZVPD, the OMol25 dataset).

2S+1 = 1
SMILES = CC(=O)[C@H](C)P(C)(C)=O
Energy relative to the best compared isomer or geometry (same formula, charge and spin) = 0.00 kcal/mol
Gap between HOMO and LUMO = 10.357 eV

```
22
Properties=species:S:1:pos:R:3:nbo_charge:R:1
C 2.483 -0.317 -0.864 -0.729
C 1.714 0.375 0.237 0.624
O 2.040 1.390 0.773 -0.541
C 0.399 -0.344 0.583 -0.671
C 0.406 -1.823 0.176 -0.623
P -0.952 0.517 -0.394 1.915
C -2.611 -0.210 0.111 -1.005
C -0.839 2.188 0.432 -0.967
O -0.739 0.425 -1.842 -1.094
H 2.029 -0.176 -1.792 0.257
H 3.519 -0.022 -0.999 0.232
H 2.384 -1.310 -0.640 0.220
H 0.307 -0.316 1.629 0.244
H 0.325 -1.837 -0.887 0.229
H -0.543 -2.302 0.569 0.216
H 1.287 -2.353 0.572 0.216
H -2.858 -1.116 -0.535 0.255
H -2.629 -0.580 1.165 0.239
H -3.439 0.485 -0.034 0.249
H -0.010 2.682 -0.023 0.258
H -1.735 2.682 0.315 0.230
H -0.537 1.961 1.449 0.245
```

***

(3)
# C6H13O3Sn

A structure of composition C6H13O3Sn in a non-equilibrium geometry (wB97M-V/def2-TZVPD, the OMol25 dataset).

2S+1 = 1
Energy relative to the best compared isomer or geometry (same formula, charge and spin) = 0.00 kcal/mol
Total charge = +1
Gap between HOMO and LUMO = 8.553 eV

```
23
Properties=species:S:1:pos:R:3:nbo_charge:R:1
C 3.315 -1.432 -0.082 -0.255
O 2.357 -0.411 0.117 -0.644
C 1.939 0.321 -1.079 -0.118
C 0.919 1.334 -0.626 -0.427
O -0.397 0.835 -0.917 -0.538
C -1.411 1.316 -0.083 -0.104
C -1.682 0.392 1.084 -0.106
O -0.627 0.442 2.039 -0.592
C -0.663 -0.630 2.964 -0.276
H 3.586 -1.833 0.900 0.223
H 2.887 -2.232 -0.703 0.209
H 4.209 -1.026 -0.578 0.209
H 1.538 -0.417 -1.793 0.229
H 2.835 0.793 -1.509 0.216
H 1.057 2.284 -1.163 0.233
H -2.345 1.386 -0.666 0.229
H -1.178 2.334 0.282 0.189
H -1.800 -0.644 0.722 0.200
H -2.618 0.698 1.579 0.212
H 0.105 -0.437 3.722 0.224
H -1.653 -0.686 3.441 0.219
H -0.425 -1.575 2.454 0.188
Sn 1.460 0.878 1.355 1.280
```

***

(4)
# C6H13O4P

A cluster of 2 separate species, C6H13O4P in total in a non-equilibrium geometry (wB97M-V/def2-TZVPD, the OMol25 dataset).

2S+1 = 1
Energy relative to the best compared isomer or geometry (same formula, charge and spin) = 97.01 kcal/mol
Gap between HOMO and LUMO (alpha / beta) = 5.387 / 8.446 eV

```
24
Properties=species:S:1:pos:R:3:nbo_charge:R:1
C 2.282 2.201 -0.213 -0.332
C 2.376 0.917 0.194 -0.311
C 1.418 -2.390 -0.924 -0.253
C -1.023 -1.004 2.222 -0.257
C -2.786 1.848 -0.613 -0.256
C 1.954 -0.167 -0.590 0.163
O -2.226 -0.923 -1.441 -1.062
O 2.093 -1.412 -0.171 -0.471
O -1.579 -1.348 0.981 -0.799
O -2.029 1.034 0.239 -0.809
P -1.382 -0.397 -0.359 1.901
H 2.600 3.015 0.412 0.202
H 1.860 2.453 -1.171 0.189
H 2.783 0.680 1.167 0.221
H 0.334 -2.221 -0.836 0.189
H 1.688 -3.359 -0.512 0.205
H 1.689 -2.342 -1.982 0.183
H -1.119 0.066 2.417 0.189
H 0.033 -1.286 2.267 0.174
H -1.577 -1.562 2.981 0.195
H -3.584 2.294 -0.017 0.188
H -3.224 1.259 -1.423 0.203
H -2.163 2.643 -1.031 0.169
H 1.581 -0.001 -1.597 0.180
```

***

Question: Which value of energy relative to the best compared isomer or geometry (same formula, charge and spin) does entry 2 give?
Answer: 0.00 kcal/mol

***

Question: Which value of 2S+1 does entry 4 give?
Answer: 1

***

Question: energy relative to the best compared isomer or geometry (same formula, charge and spin) of number 4 (C6H13O4P)?
Answer: 97.01 kcal/mol

***

Copy entry 3 word for word.
# C6H13O3Sn

A structure of composition C6H13O3Sn in a non-equilibrium geometry (wB97M-V/def2-TZVPD, the OMol25 dataset).

2S+1 = 1
Energy relative to the best compared isomer or geometry (same formula, charge and spin) = 0.00 kcal/mol
Total charge = +1
Gap between HOMO and LUMO = 8.553 eV

```
23
Properties=species:S:1:pos:R:3:nbo_charge:R:1
C 3.315 -1.432 -0.082 -0.255
O 2.357 -0.411 0.117 -0.644
C 1.939 0.321 -1.079 -0.118
C 0.919 1.334 -0.626 -0.427
O -0.397 0.835 -0.917 -0.538
C -1.411 1.316 -0.083 -0.104
C -1.682 0.392 1.084 -0.106
O -0.627 0.442 2.039 -0.592
C -0.663 -0.630 2.964 -0.276
H 3.586 -1.833 0.900 0.223
H 2.887 -2.232 -0.703 0.209
H 4.209 -1.026 -0.578 0.209
H 1.538 -0.417 -1.793 0.229
H 2.835 0.793 -1.509 0.216
H 1.057 2.284 -1.163 0.233
H -2.345 1.386 -0.666 0.229
H -1.178 2.334 0.282 0.189
H -1.800 -0.644 0.722 0.200
H -2.618 0.698 1.579 0.212
H 0.105 -0.437 3.722 0.224
H -1.653 -0.686 3.441 0.219
H -0.425 -1.575 2.454 0.188
Sn 1.460 0.878 1.355 1.280
```